Entry 1:
ORCA calculation (the ωB97M-V functional and the def2-TZVPD basis) on a molecular structure, C40H58As2BaN2O8S4 in a non-equilibrium geometry.

```
115
Properties=species:S:1:pos:R:3:mulliken_charge:R:1
Ba 0.31 0.23 0.02 0.943
As 1.21 -2.53 -0.07 0.987
As 4.58 -3.71 0.14 -0.217
S 3.73 0.51 0.01 0.909
S 2.12 2.05 2.64 0.143
S 1.88 2.04 -2.50 0.226
S 0.92 3.97 0.17 0.193
O 4.95 -1.43 -3.02 -0.528
O 2.23 -2.03 -3.83 -0.268
O 0.76 -0.70 2.11 -0.427
O 1.02 -0.81 -2.39 -0.457
O 5.08 -3.76 3.08 -0.340
O 5.52 -3.58 -2.74 -0.318
O 1.75 -1.87 3.75 -0.200
O 4.59 -1.60 3.46 -0.565
N -2.36 2.05 -0.08 0.396
N -2.39 -0.69 0.02 0.482
C -6.91 -2.51 -1.30 -1.524
C 1.58 -1.55 2.51 0.046
C 6.21 -2.61 0.24 -0.941
C -5.93 -4.42 -0.03 -2.108
C -6.87 3.92 1.25 -1.527
C 4.43 -2.63 2.86 -0.209
C 1.88 -1.65 -2.63 -0.303
C -6.91 3.90 -1.26 -1.485
C 4.58 1.31 1.41 -1.559
C 1.06 -4.48 -0.01 -1.267
C 3.79 -2.77 -1.41 0.818
C -6.94 -2.51 1.22 -1.521
C 2.52 3.79 2.34 -1.406
C 2.24 3.81 -2.32 -0.981
C -4.77 3.54 -0.04 0.266
C 4.78 -2.50 -2.52 -0.031
C 3.60 -2.76 1.59 1.128
C -3.57 -0.06 0.00 -0.468
C 6.02 -3.80 4.18 -0.853
C -6.09 4.30 -0.02 1.939
C -3.56 -2.80 0.02 -0.888
C -5.88 5.81 -0.03 -2.143
C 2.35 -2.31 1.49 0.071
C 4.41 1.47 -1.37 -1.647
C -4.80 -2.16 -0.01 0.399
C -6.13 -2.90 -0.03 1.886
C 1.05 -1.13 4.80 -0.705
C -3.56 1.44 -0.03 -0.643
C -2.39 3.39 -0.11 -0.635
C -4.77 -0.77 -0.02 -0.096
C -4.75 2.15 0.00 0.021
C 3.57 1.41 -2.63 -0.313
C 3.76 1.32 2.70 -0.269
C -3.53 4.16 -0.10 -0.848
C 1.19 4.55 -1.52 -0.857
C 6.59 -3.47 -3.72 -0.858
C -2.42 -2.03 0.03 -1.174
C 2.57 4.16 0.86 0.800
C 1.62 -1.38 -4.98 -0.739
C 2.52 -2.37 -1.49 0.144
H 7.43 -4.02 -3.31 0.307
H -6.40 -2.76 2.13 0.381
H 6.85 -2.44 -3.89 0.398
H 1.76 -1.01 5.60 0.292
H 6.55 -2.55 1.28 0.399
H 2.43 -1.18 -5.68 0.298
H -7.86 4.44 -1.27 0.441
H 4.07 1.97 -3.42 0.789
H 0.20 -1.73 5.12 0.323
H 6.26 -2.80 4.52 0.407
H 2.88 5.20 0.75 0.613
H 1.75 4.37 2.85 0.511
H 4.82 2.33 1.10 0.565
H -5.38 -4.76 -0.91 0.390
H 6.91 -4.31 3.82 0.283
H -6.37 4.15 -2.18 0.383
H 0.21 4.48 -1.99 0.454
H -1.46 -2.52 0.05 0.919
H -3.48 -3.88 0.03 0.491
H 3.63 0.30 3.06 -0.284
H -7.82 4.48 1.29 0.450
H 2.03 -4.95 0.05 0.441
H -7.14 -1.44 -1.32 0.311
H 0.47 -4.76 0.86 0.434
H -5.31 6.15 0.84 0.413
H 3.49 0.38 -2.99 -0.244
H 3.26 3.52 0.32 -1.119
H 0.55 -4.82 -0.91 0.426
H 2.29 4.24 -3.32 0.571
H 1.14 -0.46 -4.69 0.326
H -6.85 6.31 0.00 0.434
H 3.23 3.92 -1.87 0.335
H 6.02 -1.61 -0.14 0.154
H -6.91 -4.91 -0.04 0.438
H -1.43 3.88 -0.15 0.232
H 0.91 -2.07 -5.42 0.326
H -5.37 6.14 -0.94 0.390
H -7.12 2.85 1.28 0.310
H 4.53 2.50 -1.03 0.654
H -6.30 4.17 2.15 0.374
H 5.40 1.09 -1.60 0.489
H 3.47 4.00 2.82 0.466
H -5.71 -0.24 -0.06 0.295
H -7.13 2.83 -1.27 0.302
H -3.43 5.24 -0.13 0.516
H 6.25 -3.94 -4.64 0.279
H -7.16 -1.44 1.23 0.312
H 1.46 5.61 -1.47 0.540
H -6.34 -2.76 -2.20 0.374
H 6.99 -3.10 -0.34 0.401
H -5.41 -4.76 0.87 0.391
H -5.69 1.63 0.06 0.201
H 0.72 -0.16 4.43 0.327
H 5.58 -4.37 4.99 0.298
H 4.33 1.84 3.46 0.787
H -7.85 -3.06 -1.33 0.449
H -7.89 -3.05 1.23 0.443
H 5.51 0.78 1.59 0.635
```

The calculation puts the total energy at -8359.89441 Ha. Its net charge is +2.



Entry 2:
ORCA calculation (the ωB97M-V functional and the def2-TZVPD basis) on a single C6H11ClN4O molecule in a non-equilibrium geometry.

```
23
Properties=species:S:1:pos:R:3:mulliken_charge:R:1
Cl -2.82 -2.02 -0.19 -0.228
O -1.81 2.73 -0.33 -0.636
N 0.03 1.76 0.54 -0.013
N 0.55 0.60 1.18 -0.769
N 2.07 0.52 -0.70 -0.163
N 2.27 -0.97 0.95 -0.283
C 3.32 -0.17 -0.94 -0.447
C -2.31 -0.41 0.40 -0.429
C -1.15 1.72 -0.15 0.367
C 3.11 -1.46 -0.14 -0.468
C 1.56 0.12 0.53 0.407
C -1.57 0.37 -0.69 -0.565
H 1.78 -1.59 1.56 0.284
H -0.70 -0.21 -1.02 0.255
H -3.21 0.12 0.71 0.359
H 0.11 2.58 1.11 0.225
H 2.59 -2.20 -0.76 0.276
H -1.66 -0.60 1.27 0.315
H 4.21 0.41 -0.52 0.271
H -2.26 0.53 -1.53 0.395
H 4.07 -1.89 0.22 0.303
H 1.93 1.46 -0.96 0.248
H 3.47 -0.37 -2.03 0.297
```

The calculation puts the total energy at -989.68771 Ha. The SMILES is O=C(CCCl)NN=C1NCCN1.